{"formula": "C4H8NO4", "method": "ωB97M-V/def2-TZVPD", "multiplicity": 2, "e_tot_ha": -512.82568, "gap_ha": [0.3694, 0.1876], "total_charge": 0, "lumo_ev": [0.4, -4.6], "relative_energy_kcal_mol": 23.3, "symbols": ["O", "C", "O", "C", "C", "C", "N", "O", "H", "H", "H", "H", "H", "H", "H", "H", "O"], "positions_angstrom": [[-1.480568, 0.500563, -0.031787], [-0.910334, 1.205757, 0.767011], [-1.300336, 2.311014, 1.202936], [0.466413, 0.554908, 1.206963], [1.575540, 0.553508, 0.132264], [1.263383, -0.527318, -0.832697], [0.298388, -0.214129, -1.901747], [1.835296, -1.602119, -0.919525], [0.726510, 0.990271, 2.148824], [0.094186, -0.404716, 1.372707], [2.616284, 0.358986, 0.562473], [1.515392, 1.572745, -0.277025], [-0.627088, 0.277657, -1.437207], [0.432896, -0.981218, -2.648142], [-1.469847, -1.236682, 0.207141], [-0.628913, -2.319134, 0.750967], [-1.444161, -2.144474, 0.372284]], "forces_ev_per_angstrom": [[-2.0905, 0.2648, -0.8771], [1.5544, -1.2800, -0.6796], [0.3531, 0.8422, 0.7907], [0.1821, 2.0094, 0.8084], [0.1039, 0.8552, 1.4855], [-1.4067, -0.9564, -4.7055], [0.6075, 0.1704, 2.5357], [0.2163, 0.9410, 1.0334], [0.6872, 0.2273, 0.5098], [-0.3742, -1.6834, 0.5712], [-1.6107, 0.2905, -0.3226], [0.5454, -0.5163, -0.4703], [2.7150, -2.1483, -2.4761], [-1.3980, 1.6706, 1.8184], [-0.1890, 2.1850, -0.5960], [2.4547, -0.7829, 0.9800], [-2.3505, -2.0890, -0.4059]]}